{
  "formula": "C24H49AsClO11P2PtSSi",
  "method": "ωB97M-V/def2-TZVPD",
  "symbols": ["Pt", "C", "C", "O", "P", "O", "O", "O", "P", "O", "O", "O", "H", "H", "H", "H", "H", "H", "H", "C", "C", "C", "C", "O", "Si", "O", "O", "C", "C", "C", "C", "O", "C", "C", "C", "C", "H", "H", "H", "H", "H", "H", "H", "H", "H", "H", "H", "H", "H", "H", "H", "H", "H", "H", "H", "H", "H", "H", "H", "H", "H", "H", "H", "Cl", "C", "C", "C", "C", "C", "C", "C", "H", "H", "H", "H", "H", "H", "C", "As", "C", "C", "S", "H", "H", "H", "H", "H", "H", "H", "H", "H"],
  "xyz": [[-0.535, -0.054, 0.592], [1.612, -4.184, 0.655], [0.894, -2.859, 0.773], [1.516, -1.894, -0.043], [-0.846, -3.051, 0.198], [-0.778, -3.425, -1.317], [-1.385, -4.446, 0.765], [-1.782, -1.956, 0.564], [0.864, -2.310, 2.541], [-0.518, -3.097, 2.986], [1.995, -2.806, 3.360], [0.589, -0.826, 2.625], [1.469, -4.601, -0.340], [1.212, -4.872, 1.396], [2.672, -4.040, 0.849], [0.910, -1.092, -0.041], [-0.495, -2.709, -1.972], [-1.625, -4.286, 1.680], [-0.673, -2.859, 3.900], [0.695, 2.592, -5.202], [-0.559, 1.806, -4.796], [-1.330, 1.381, -6.056], [-1.461, 2.661, -3.905], [-0.114, 0.670, -4.100], [-0.948, -0.311, -3.069], [-1.113, 0.188, -1.607], [-2.338, -0.561, -3.919], [-3.486, -1.337, -3.703], [-3.685, -1.682, -2.229], [-3.360, -2.627, -4.528], [-4.672, -0.514, -4.233], [-0.078, -1.750, -3.108], [1.012, -2.139, -3.923], [0.661, -1.967, -5.404], [2.235, -1.302, -3.551], [1.316, -3.617, -3.642], [0.427, 3.457, -5.803], [1.363, 1.959, -5.783], [1.224, 2.927, -4.316], [-1.730, 2.258, -6.561], [-2.137, 0.722, -5.754], [-0.678, 0.843, -6.743], [-1.755, 3.583, -4.405], [-0.932, 2.889, -2.986], [-2.339, 2.080, -3.645], [-2.936, -2.400, -1.912], [-4.675, -2.104, -2.065], [-3.553, -0.791, -1.623], [-2.518, -3.205, -4.160], [-3.187, -2.379, -5.574], [-4.270, -3.218, -4.445], [-4.790, 0.392, -3.644], [-5.589, -1.095, -4.197], [-4.481, -0.224, -5.265], [0.483, -0.919, -5.611], [-0.244, -2.522, -5.638], [1.474, -2.324, -6.032], [2.019, -0.257, -3.740], [3.106, -1.613, -4.123], [2.443, -1.431, -2.493], [0.426, -4.225, -3.790], [1.658, -3.740, -2.617], [2.099, -3.963, -4.317], [4.765, 1.744, -1.926], [3.755, 3.140, -2.139], [4.335, 4.284, -2.629], [3.564, 5.424, -2.823], [2.215, 5.403, -2.465], [1.635, 4.261, -1.982], [2.363, 3.041, -1.839], [1.745, 1.863, -1.473], [5.389, 4.298, -2.867], [4.015, 6.315, -3.234], [1.620, 6.298, -2.577], [0.592, 4.243, -1.706], [0.676, 1.781, -1.433], [2.307, 0.948, -1.389], [2.178, 1.307, 4.045], [2.230, 1.109, 2.106], [3.510, 2.539, 1.661], [3.417, -0.396, 1.722], [0.450, 1.958, 1.265], [3.194, 1.290, 4.436], [1.598, 0.497, 4.476], [1.704, 2.262, 4.283], [4.390, 2.495, 2.304], [3.043, 3.521, 1.745], [3.820, 2.404, 0.626], [4.412, -0.071, 2.030], [3.423, -0.636, 0.660], [3.124, -1.273, 2.294]],
  "de_lowest_kj_mol": 231.26,
  "total_charge": -1,
  "homo_lumo_gap_ev": [6.598, 6.674],
  "multiplicity": 3,
  "homo_energy_ev": [-4.106, -4.894],
  "lumo_energy_ev": [2.5, 1.8]
}

***

{
  "formula": "C53H150F3N11O25S",
  "method": "ωB97M-V/def2-TZVPD",
  "symbols": ["N", "H", "H", "H", "H", "C", "F", "F", "F", "S", "O", "O", "O", "C", "C", "O", "O", "H", "H", "H", "H", "H", "H", "C", "C", "O", "O", "H", "H", "H", "H", "H", "H", "C", "C", "O", "O", "H", "H", "H", "H", "H", "H", "C", "C", "O", "O", "H", "H", "H", "H", "H", "H", "C", "C", "O", "O", "H", "H", "H", "H", "H", "H", "C", "C", "O", "O", "H", "H", "H", "H", "H", "H", "C", "C", "C", "O", "C", "N", "H", "H", "H", "H", "H", "H", "H", "H", "H", "H", "H", "C", "C", "C", "O", "C", "N", "H", "H", "H", "H", "H", "H", "H", "H", "H", "H", "H", "C", "C", "C", "O", "C", "N", "H", "H", "H", "H", "H", "H", "H", "H", "H", "H", "H", "C", "C", "C", "O", "C", "N", "H", "H", "H", "H", "H", "H", "H", "H", "H", "H", "H", "C", "C", "C", "O", "C", "N", "H", "H", "H", "H", "H", "H", "H", "H", "H", "H", "H", "C", "C", "C", "O", "C", "N", "H", "H", "H", "H", "H", "H", "H", "H", "H", "H", "H", "C", "C", "C", "O", "C", "N", "H", "H", "H", "H", "H", "H", "H", "H", "H", "H", "H", "C", "C", "C", "O", "C", "N", "H", "H", "H", "H", "H", "H", "H", "H", "H", "H", "H", "C", "C", "C", "O", "C", "N", "H", "H", "H", "H", "H", "H", "H", "H", "H", "H", "H", "C", "C", "C", "O", "C", "N", "H", "H", "H", "H", "H", "H", "H", "H", "H", "H", "H"],
  "xyz": [[-3.105, 3.108, 0.752], [-3.493, 3.868, 1.292], [-3.053, 3.205, -0.252], [-3.702, 2.311, 0.919], [-2.273, 2.806, 1.240], [0.266, -0.622, 0.467], [-1.031, -1.022, 0.407], [1.028, -1.595, 0.907], [0.672, -0.320, -0.753], [0.383, 0.978, 1.489], [1.727, 1.481, 1.105], [-0.734, 1.816, 1.036], [0.167, 0.627, 2.929], [3.652, -0.057, 4.307], [5.136, -0.015, 4.676], [5.442, 0.104, 6.028], [3.008, 1.189, 4.291], [3.077, -0.682, 4.991], [3.581, -0.374, 3.267], [5.699, 0.800, 4.221], [5.569, -0.972, 4.382], [6.084, 0.815, 6.091], [2.180, 1.107, 4.771], [-1.487, 3.128, 5.060], [-0.002, 2.899, 5.319], [0.339, 1.502, 5.529], [-1.766, 2.671, 3.798], [-1.664, 4.200, 5.153], [-2.072, 2.655, 5.848], [0.283, 3.575, 6.125], [0.514, 3.264, 4.431], [0.400, 1.132, 4.645], [-1.128, 2.005, 3.530], [4.633, 3.073, 0.813], [4.502, 2.725, -0.690], [3.767, 1.512, -0.972], [3.384, 3.594, 1.237], [5.372, 3.852, 1.000], [4.832, 2.193, 1.426], [5.548, 2.618, -0.978], [4.028, 3.520, -1.265], [2.918, 1.466, -0.527], [2.855, 2.811, 1.408], [0.826, -2.172, -4.015], [0.206, -1.200, -5.126], [-1.222, -0.877, -4.864], [0.301, -3.402, -4.325], [0.412, -1.828, -3.067], [1.905, -2.069, -3.909], [0.447, -1.542, -6.132], [0.756, -0.262, -5.053], [-1.676, -1.701, -4.673], [0.301, -3.977, -3.556], [4.757, 5.333, 5.539], [4.532, 4.532, 4.235], [3.177, 4.640, 3.765], [4.642, 6.679, 5.261], [5.730, 5.123, 5.982], [4.071, 5.078, 6.346], [5.005, 3.553, 4.309], [4.969, 5.065, 3.390], [3.152, 4.718, 2.808], [3.878, 6.706, 4.681], [2.681, 1.017, 7.833], [2.644, -0.453, 7.973], [1.680, -1.067, 7.069], [1.425, 1.613, 7.891], [3.160, 1.344, 6.910], [3.258, 1.326, 8.705], [2.300, -0.633, 8.991], [3.644, -0.852, 7.805], [0.924, -0.477, 7.119], [0.926, 1.617, 7.071], [-0.220, 4.383, -1.240], [-0.954, 3.717, -2.471], [0.171, 2.957, -3.312], [0.036, 2.935, -4.666], [0.094, 4.135, -5.277], [-1.902, 2.771, -1.939], [0.056, 5.367, -1.621], [0.724, 3.893, -1.003], [-0.735, 4.513, -0.289], [-1.524, 4.511, -2.953], [0.238, 1.940, -2.925], [1.134, 3.382, -3.028], [-0.106, 4.170, -6.349], [1.117, 4.459, -5.090], [-0.641, 4.850, -4.906], [-1.528, 1.942, -1.501], [-2.269, 2.343, -2.777], [-2.107, -2.543, 4.688], [-2.511, -2.109, 3.271], [-3.202, -3.118, 2.290], [-2.605, -4.389, 2.024], [-1.216, -4.388, 1.668], [-3.400, -1.000, 3.579], [-1.314, -1.873, 5.021], [-1.808, -3.588, 4.768], [-2.857, -2.630, 5.473], [-1.682, -1.672, 2.715], [-3.368, -2.700, 1.297], [-4.178, -3.394, 2.688], [-0.849, -5.415, 1.682], [-0.595, -3.943, 2.446], [-0.930, -3.847, 0.766], [-2.782, -0.501, 4.203], [-4.046, -1.415, 4.236], [6.017, -0.480, -2.446], [5.341, -1.596, -1.691], [5.740, -1.625, -0.172], [5.371, -2.894, 0.339], [5.100, -2.935, 1.760], [3.922, -1.476, -1.833], [6.089, -0.865, -3.463], [7.064, -0.265, -2.231], [5.574, 0.501, -2.277], [5.524, -2.593, -2.091], [5.223, -0.841, 0.382], [6.829, -1.579, -0.146], [5.412, -3.858, 2.248], [4.062, -2.694, 1.991], [5.786, -2.212, 2.203], [3.592, -0.522, -1.850], [3.447, -2.021, -1.127], [-4.249, -2.676, -1.675], [-3.922, -3.710, -2.845], [-5.193, -4.335, -3.449], [-5.608, -5.381, -2.588], [-6.043, -6.662, -3.139], [-2.994, -3.038, -3.789], [-5.047, -2.053, -2.080], [-3.318, -2.193, -1.378], [-4.623, -3.153, -0.769], [-3.362, -4.449, -2.272], [-4.831, -4.724, -4.402], [-5.982, -3.615, -3.663], [-6.227, -7.388, -2.348], [-5.211, -7.142, -3.653], [-6.941, -6.662, -3.757], [-3.565, -2.836, -4.597], [-2.186, -3.627, -3.925], [-1.860, 6.238, 1.920], [-3.334, 6.547, 2.483], [-3.900, 7.934, 2.114], [-3.980, 7.985, 0.663], [-4.596, 9.202, 0.284], [-4.202, 5.489, 1.915], [-1.308, 5.554, 2.564], [-1.451, 7.217, 2.168], [-1.845, 6.134, 0.835], [-3.334, 6.380, 3.560], [-3.135, 8.689, 2.297], [-4.698, 8.222, 2.798], [-4.207, 10.117, 0.731], [-5.672, 9.247, 0.451], [-4.520, 9.475, -0.768], [-4.313, 5.761, 0.949], [-4.978, 5.626, 2.548], [-0.619, -8.598, 4.521], [0.797, -8.678, 3.765], [1.515, -7.378, 3.443], [2.713, -7.720, 2.644], [2.961, -6.611, 1.735], [1.823, -9.359, 4.579], [-0.900, -9.536, 5.002], [-1.326, -8.413, 3.713], [-0.629, -7.779, 5.240], [0.751, -9.234, 2.829], [1.773, -6.828, 4.348], [0.833, -6.755, 2.865], [3.796, -6.808, 1.063], [3.271, -5.780, 2.368], [2.102, -6.351, 1.116], [2.680, -9.403, 4.047], [1.465, -10.302, 4.523], [-0.828, -6.721, -0.895], [0.339, -5.782, -1.094], [1.612, -6.307, -1.805], [2.774, -5.663, -1.323], [3.318, -4.860, -2.275], [-0.265, -4.602, -1.785], [-0.451, -7.618, -0.404], [-1.323, -7.015, -1.820], [-1.658, -6.256, -0.363], [0.679, -5.526, -0.090], [1.498, -6.163, -2.880], [1.652, -7.389, -1.930], [3.800, -5.198, -3.192], [4.150, -4.385, -1.755], [2.569, -4.089, -2.456], [0.194, -3.772, -1.437], [-1.242, -4.585, -1.527], [-6.234, 2.565, 2.267], [-6.025, 1.129, 1.840], [-6.924, 0.769, 0.588], [-6.608, -0.633, 0.282], [-7.581, -1.288, -0.577], [-4.658, 0.847, 1.506], [-7.258, 2.770, 2.579], [-6.112, 3.259, 1.436], [-5.452, 2.892, 2.952], [-6.329, 0.456, 2.642], [-6.707, 1.483, -0.208], [-7.982, 0.883, 0.825], [-8.549, -0.969, -0.190], [-7.301, -2.342, -0.580], [-7.517, -1.044, -1.637], [-4.359, 0.320, 2.314], [-4.831, 0.094, 0.855], [3.867, 0.735, -5.011], [4.439, 1.882, -5.727], [5.975, 1.897, -6.047], [6.286, 2.912, -6.890], [7.660, 3.036, -7.136], [3.723, 1.925, -7.013], [4.168, -0.281, -5.265], [2.827, 0.722, -4.687], [4.480, 0.653, -4.114], [4.037, 2.837, -5.389], [6.359, 0.981, -6.497], [6.565, 1.985, -5.134], [8.183, 2.112, -7.384], [8.105, 3.258, -6.166], [7.907, 3.825, -7.845], [4.007, 2.776, -7.476], [3.926, 1.028, -7.432], [-4.972, 2.602, -4.384], [-3.898, 1.787, -5.102], [-3.040, 2.782, -5.980], [-3.652, 3.091, -7.201], [-2.874, 3.310, -8.367], [-2.991, 1.256, -4.060], [-4.549, 3.164, -3.552], [-5.684, 1.916, -3.925], [-5.529, 3.190, -5.114], [-4.377, 0.942, -5.596], [-2.145, 2.218, -6.245], [-2.533, 3.653, -5.564], [-1.958, 3.859, -8.148], [-3.260, 3.871, -9.218], [-2.702, 2.293, -8.721], [-3.537, 0.636, -3.480], [-2.262, 0.677, -4.451]],
  "total_charge": 0,
  "homo_lumo_gap_ev": 8.727,
  "multiplicity": 1,
  "homo_energy_ev": -8.428,
  "lumo_energy_ev": 0.3
}

***

{
  "formula": "C18H29N5O2P",
  "method": "ωB97M-V/def2-TZVPD",
  "symbols": ["C", "C", "C", "C", "C", "C", "C", "C", "C", "P", "N", "N", "C", "C", "C", "N", "H", "H", "H", "H", "H", "H", "H", "H", "H", "H", "H", "H", "H", "H", "H", "C", "C", "O", "N", "C", "H", "H", "H", "H", "H", "H", "H", "C", "C", "O", "N", "C", "H", "H", "H", "H", "H", "H", "H"],
  "xyz": [[1.541, -4.838, -7.045], [1.410, -3.621, -7.134], [1.008, -2.091, -7.121], [0.237, -1.829, -5.746], [-1.131, -2.497, -5.654], [-1.894, -2.330, -4.369], [-3.274, -2.970, -4.215], [-4.354, -3.548, -4.231], [-1.256, -1.512, -3.263], [-2.226, -1.364, -1.642], [-1.265, -1.176, -0.393], [0.000, -0.925, -3.436], [0.787, -1.033, -4.603], [2.201, -0.325, -4.672], [3.390, -1.306, -5.060], [3.169, -2.716, -4.578], [1.628, -5.859, -6.575], [0.305, -1.875, -7.993], [1.919, -1.442, -7.242], [-1.520, -3.094, -6.537], [-5.210, -4.274, -4.297], [-3.007, -2.570, -1.512], [-3.177, -0.309, -1.824], [-1.509, -0.283, 0.075], [0.427, -0.386, -2.660], [2.428, 0.164, -3.669], [2.124, 0.515, -5.425], [3.675, -1.290, -6.157], [4.317, -0.931, -4.503], [3.270, -2.734, -3.548], [3.995, -3.223, -4.923], [-1.127, 0.596, 3.448], [-1.501, 1.590, 2.383], [-1.611, 1.271, 1.200], [-1.720, 2.873, 2.760], [-1.641, 3.440, 4.090], [-0.985, -0.384, 2.993], [-0.192, 0.894, 3.928], [-1.925, 0.521, 4.189], [-1.967, 3.481, 1.992], [-2.614, 3.867, 4.340], [-0.894, 4.236, 4.079], [-1.368, 2.699, 4.837], [1.127, 1.549, 8.387], [0.750, 2.556, 7.333], [0.635, 2.250, 6.152], [0.536, 3.839, 7.726], [0.622, 4.396, 9.061], [1.264, 0.574, 7.921], [2.065, 1.838, 8.865], [0.333, 1.468, 9.131], [0.288, 4.455, 6.965], [-0.348, 4.824, 9.319], [1.371, 5.191, 9.055], [0.896, 3.648, 9.801]],
  "total_charge": 1,
  "homo_lumo_gap_ev": 6.889,
  "multiplicity": 1,
  "homo_energy_ev": -11.095,
  "lumo_energy_ev": -4.2
}

***

| no. | electronic energy (eV) | M (Da) |
| --- | --- | --- |
| 1 | -162116.5566 | 941.20 |
| 2 | -143945.8805 | 1430.90 |
| 3 | -39957.9397 | 378.44 |